{
  "formula": "C27H44BrF3NO9P2S",
  "method": "ωB97M-V/def2-TZVPD",
  "species": ["C", "C", "C", "F", "C", "C", "O", "O", "C", "C", "O", "F", "C", "C", "C", "Br", "C", "C", "C", "O", "O", "C", "C", "C", "O", "C", "O", "C", "C", "C", "C", "O", "F", "N", "P", "S", "P", "C", "C", "C", "H", "H", "H", "H", "H", "H", "H", "H", "H", "H", "H", "H", "H", "H", "H", "H", "H", "H", "H", "H", "H", "H", "H", "H", "H", "H", "H", "H", "H", "H", "H", "H", "H", "H", "H", "H", "C", "C", "C", "O", "H", "H", "H", "H", "H", "H", "H", "H"],
  "positions_angstrom": [[1.33523, -3.50125, 1.90854], [1.35494, -2.59386, 1.10337], [1.29716, -1.31565, 0.15128], [2.63162, -1.39056, -0.40070], [1.39690, -0.09052, 1.13780], [2.13294, 1.20131, 0.55855], [2.34652, 2.25966, 1.50240], [2.13344, 3.44489, 0.83711], [2.22170, -0.42365, 2.47991], [3.72117, -0.85573, 2.27553], [4.07632, -1.91757, 2.70168], [4.68960, -0.07568, 1.65450], [-0.11710, 0.36907, 1.56655], [-0.21207, 0.89943, 3.03852], [-1.27447, -0.55804, 0.97315], [-2.86503, 0.63165, 1.44736], [-1.75354, -1.84030, 1.75060], [-1.82971, -1.81278, 3.32501], [-2.93982, -2.88229, 3.73273], [-2.98941, -4.00849, 3.29098], [-3.93111, -2.44364, 4.62719], [-1.09485, -0.78208, -0.64460], [-2.31325, -1.65288, -1.17151], [-3.78016, -1.08472, -1.03564], [-4.59085, -1.70716, -2.06735], [-5.95462, -1.46138, -1.85351], [-6.37365, -0.35837, -1.59256], [-6.91087, -2.72397, -2.03639], [-6.07454, -4.09123, -2.17114], [-1.28305, 0.62407, -1.42048], [-1.71066, 0.67076, -2.91613], [-1.01456, 1.31568, -3.66163], [-2.84140, 0.16462, -3.52070], [0.28626, -1.41143, -0.93613], [0.19060, -3.26361, -1.15653], [-0.50604, -3.88900, -2.88121], [0.90741, -1.01127, -2.65684], [1.89328, 0.62011, -2.69361], [2.28720, -2.09210, -3.28610], [2.36541, -1.82596, -4.88798], [1.56723, -4.13506, 2.80142], [1.47257, 1.69818, -0.22653], [3.13869, 0.97618, 0.08992], [1.83428, 4.10399, 1.49963], [2.37432, 0.50561, 3.12425], [1.65148, -1.08721, 3.19710], [-0.24600, 1.32900, 0.95642], [-0.02481, 0.12701, 3.85173], [-1.11323, 1.47719, 3.35397], [0.63428, 1.65029, 3.17577], [-2.83956, -2.00531, 1.44065], [-1.27460, -2.82270, 1.49354], [-2.14656, -0.85052, 3.80052], [-0.86762, -2.21417, 3.78154], [-4.79003, -2.84398, 4.37758], [-2.41606, -2.68268, -0.69760], [-2.26296, -1.86543, -2.28850], [-3.90160, 0.02551, -1.14401], [-4.26786, -1.36750, -0.04793], [-7.47779, -2.62416, -3.00148], [-7.55524, -2.83664, -1.12441], [-5.22062, -3.99852, -2.90276], [-6.75491, -4.89467, -2.60226], [-5.72871, -4.47705, -1.16958], [-2.11691, 1.25890, -0.96871], [-0.36672, 1.21973, -1.16429], [-0.68026, -3.88893, -0.23706], [1.51002, -3.83284, -1.21263], [2.83039, 0.57272, -2.06646], [1.27520, 1.53921, -2.56180], [2.27351, 0.66657, -3.76763], [2.22950, -3.19834, -3.18322], [3.31342, -1.78640, -2.89822], [3.42590, -1.57359, -5.19812], [1.97441, -2.74429, -5.40684], [1.67206, -0.97182, -5.14871], [4.49909, 5.64471, 0.78403], [3.98372, 7.03285, 1.12751], [5.12390, 8.02645, 1.28298], [3.23472, 6.97202, 2.34272], [5.14788, 5.26151, 1.57829], [3.66641, 4.94418, 0.68802], [5.06216, 5.65148, -0.15217], [3.30278, 7.37564, 0.34465], [5.79445, 7.72604, 2.09403], [4.73836, 9.01540, 1.54060], [5.70550, 8.10732, 0.36204], [3.82813, 6.66989, 3.04220]],
  "atomic_forces_ev_per_a": [[1.0, 0.6, 0.8], [-1.2, 0.8, -0.7], [3.6, -1.2, 3.6], [-1.9, 0.1, -0.3], [-0.8, 1.8, 1.9], [-0.2, 0.5, -2.3], [-0.2, -2.4, 1.8], [-0.6, 1.8, -1.4], [0.8, 1.4, 0.1], [0.2, -2.5, 0.6], [-0.1, 1.3, -0.5], [-2.1, -0.2, 0.6], [0.4, 1.1, -1.2], [1.3, 0.2, 1.3], [0.1, 0.5, 1.2], [0.3, -0.1, -0.8], [-1.3, -1.1, 0.0], [-0.5, -1.0, 1.0], [-0.8, -0.5, 0.2], [0.4, 1.3, 0.0], [1.1, 0.5, -1.5], [-3.5, 1.4, 0.3], [-1.0, -1.5, -0.9], [-0.7, 0.8, 0.6], [-0.4, -0.2, 1.0], [-1.2, -0.1, -0.5], [0.7, -1.3, 0.0], [2.0, -1.1, -0.3], [-0.7, -0.2, -0.4], [-0.9, -0.2, 1.3], [2.2, 1.5, -2.7], [-0.9, -0.6, 1.2], [0.9, 0.0, 2.3], [1.3, -0.7, 1.7], [-1.1, -3.5, -3.2], [0.2, 0.5, 0.7], [0.2, 1.6, -3.4], [0.8, -0.3, 0.0], [2.4, -0.3, -0.5], [-0.8, 0.2, 0.6], [-0.6, 0.6, -1.5], [0.9, -0.9, 0.7], [-1.2, -0.1, 0.6], [0.2, -0.8, 0.1], [-0.6, -0.7, -1.3], [1.2, 0.2, -1.3], [0.1, -1.2, 0.7], [-0.3, 0.8, -1.2], [0.5, -0.8, -0.8], [-1.0, -0.9, -0.4], [1.5, 0.2, 0.1], [0.0, 1.2, 0.0], [0.5, -0.8, -0.7], [-1.1, 0.8, -0.5], [0.8, -0.2, 0.3], [0.6, 1.3, -0.5], [0.5, 0.4, 1.4], [0.4, -1.1, 0.1], [0.8, 0.4, -1.1], [0.3, 0.3, 1.2], [0.3, 0.6, -1.1], [-0.8, 0.0, 1.0], [0.7, 1.0, 0.6], [-0.1, 0.6, -1.1], [1.0, -1.2, 0.1], [-0.8, -0.3, -1.3], [0.8, 0.9, 0.5], [-0.5, 1.1, 1.1], [-1.2, 0.3, -0.5], [0.5, -0.9, 0.1], [-0.7, -0.3, 1.2], [-0.4, 1.0, 0.3], [-1.4, -0.3, 0.0], [-1.4, -0.4, 0.4], [0.5, 1.0, 0.4], [0.8, -0.9, -0.1], [-0.2, -0.1, -0.2], [0.7, -0.1, 0.3], [-0.1, 0.3, -0.1], [-0.4, -0.1, -0.1], [0.1, 0.1, 0.0], [0.3, 0.2, -0.1], [0.0, 0.0, 0.1], [-0.1, 0.0, 0.2], [0.0, -0.1, -0.1], [0.0, -0.1, -0.1], [0.0, 0.0, 0.1], [0.0, 0.1, -0.1]],
  "lowdin_charge": [0.1597, -0.1202, -0.3445, -0.0056, -0.2040, -0.1319, -0.1576, -0.0360, -0.0315, -0.3760, 0.1480, 0.0817, -0.2708, -0.0999, -0.4756, 0.9548, -0.2385, -0.0959, -0.4433, 0.1008, 0.0653, -0.3186, -0.1610, -0.2119, -0.0667, -0.4196, 0.1212, -0.1013, -0.1146, -0.0692, -0.4122, 0.1107, 0.1070, -0.3247, 0.4832, 0.2912, 1.0218, -0.2162, -0.4463, -0.1268, 0.1126, 0.1151, 0.1334, 0.1325, 0.1439, 0.1310, 0.1211, 0.0877, 0.0649, 0.0956, 0.0923, 0.0855, 0.0962, 0.1300, 0.1309, 0.1063, 0.0907, 0.0962, 0.1151, 0.1241, 0.1220, 0.0749, 0.0803, 0.0737, 0.1064, 0.1035, 0.0207, 0.0458, 0.0508, 0.0439, 0.0738, 0.0355, 0.0893, 0.0956, 0.0828, 0.0594, -0.0593, -0.4972, -0.0628, -0.0619, 0.0883, 0.0443, 0.0858, 0.1393, 0.0829, 0.0823, 0.0821, 0.0880],
  "relative_energy_kcal_mol": 0.0,
  "gap_ha": 0.2983,
  "total_charge": 1,
  "e_homo_ev": -11.996,
  "largest_force_ev_per_a": 5.23
}